[1]
21
Properties=species:S:1:pos:R:3:nbo_charge:R:1 method="wB97M-V/def2-TZVPD" smiles=CC(O)(O)C(C)(C)OO relative_energy_ev=4.233 spin_multiplicity=1 orbital_gap_ha=0.3844
O 0.79 0.40 1.77 -0.732
O -1.56 0.13 1.18 -0.779
O 1.41 -0.05 -0.99 -0.375
O 2.40 -0.56 -0.04 -0.527
C -0.23 2.10 0.45 -0.651
C -1.04 -0.14 -1.54 -0.662
C -0.14 -0.39 -0.34 0.342
C -0.12 0.63 0.77 0.481
C -0.08 -1.87 0.03 -0.659
H -0.32 2.67 1.38 0.231
H -1.08 0.91 -1.83 0.225
H -0.63 -0.69 -2.40 0.233
H -2.05 -0.50 -1.36 0.245
H 0.49 -2.05 0.94 0.231
H 0.67 2.43 -0.07 0.230
H -1.08 -2.28 0.14 0.234
H -1.48 0.01 2.14 0.478
H -1.11 2.33 -0.16 0.220
H 0.43 -2.41 -0.77 0.229
H 1.57 -0.04 1.34 0.515
H 3.16 -0.64 -0.64 0.491

---

[2]
85
Properties=species:S:1:pos:R:3:lowdin_charge:R:1 method="wB97M-V/def2-TZVPD" total_charge=+2 relative_energy_ev=0.210 spin_multiplicity=1 orbital_gap_ha=0.2867
I -2.86 -1.13 -2.40 1.040
Ca -1.21 0.67 -0.15 1.226
O 0.45 -0.60 0.58 -0.228
O 3.42 -1.93 -3.74 -0.047
N 0.29 2.71 -0.33 0.036
N 4.37 -4.54 1.65 0.157
N -0.95 1.95 1.99 -0.235
N -2.70 -0.33 1.69 0.039
N 1.33 -5.19 -0.40 0.025
N -3.19 2.23 0.16 0.021
N 0.12 0.06 -2.19 -0.023
N 3.68 -2.02 0.89 0.056
C 1.61 -0.97 0.21 -0.314
C 1.85 4.08 -1.53 -0.034
C 2.09 3.78 0.82 0.000
C -4.57 -0.73 3.71 -0.029
C 0.24 1.19 -4.37 -0.038
C -1.29 1.05 3.11 -0.118
C -3.76 -1.11 1.51 -0.129
C 4.08 -1.17 -2.74 -0.199
C 3.59 -5.16 0.53 -0.147
C -4.72 -1.35 2.48 -0.035
C -2.37 0.45 -4.93 -0.136
C -0.46 0.43 -3.43 -0.355
C -3.17 2.92 1.31 -0.265
C -1.77 0.07 -3.73 -0.614
C -5.52 3.35 1.19 -0.027
C -1.82 3.14 1.96 -0.108
C -3.47 0.09 3.91 -0.001
C -2.55 0.25 2.89 -0.263
C -4.31 3.48 1.86 -0.001
C -1.66 1.20 -5.84 -0.059
C 3.44 -1.29 -1.38 -0.139
C -5.54 2.65 -0.01 -0.035
C 1.96 -1.76 2.57 -0.023
C -4.36 2.11 -0.48 -0.132
C -0.35 1.58 -5.56 -0.050
C 0.96 2.98 0.80 -0.266
C 2.55 4.33 -0.36 -0.029
C 1.31 -0.42 -2.24 -0.043
C 4.17 -1.84 -0.36 -0.104
C 2.09 -5.11 0.84 -0.258
C 0.45 2.35 2.08 -0.132
C 2.12 -0.87 -1.11 -0.049
C 2.48 -1.59 1.18 -0.255
C 0.73 3.27 -1.47 -0.115
H -6.42 3.78 1.60 0.122
H -5.56 -1.99 2.27 0.116
H 1.25 1.50 -4.14 0.118
H 1.77 -0.55 -3.22 0.121
H 1.92 -0.80 3.09 0.082
H 5.13 -1.44 -2.67 0.124
H 1.84 -5.91 1.54 0.124
H 4.07 -4.89 2.56 0.159
H -1.35 1.60 4.05 0.136
H 2.60 3.97 1.76 0.125
H 0.87 -6.08 -0.52 0.080
H 0.64 -4.46 -0.45 0.072
H 3.78 -4.56 -0.36 0.107
H 0.21 2.17 -6.27 0.118
H 2.15 4.51 -2.48 0.115
H 3.43 4.96 -0.37 0.121
H 2.61 -2.41 3.15 0.076
H 0.62 3.05 2.90 0.143
H -4.25 4.02 2.79 0.123
H -4.35 1.55 -1.40 0.075
H -3.85 -1.58 0.53 0.067
H 5.37 -4.74 1.56 0.163
H -3.39 0.14 -5.14 0.101
H 3.63 -2.86 -3.63 0.102
H -1.31 3.91 1.38 0.134
H -1.96 3.54 2.97 0.136
H 5.19 -2.18 -0.53 0.120
H 1.05 1.46 2.27 0.118
H 4.22 -3.48 1.58 0.099
H -6.46 2.53 -0.57 0.116
H -5.30 -0.87 4.49 0.121
H 3.95 -6.17 0.36 0.131
H 0.16 3.05 -2.36 0.103
H -2.13 1.50 -6.77 0.118
H 0.94 -2.15 2.57 0.085
H -0.47 0.33 3.20 0.122
H -3.31 0.59 4.86 0.122
H 4.05 -0.13 -3.08 0.131
H 1.87 -4.17 1.34 0.091

---

[3]
94
Properties=species:S:1:pos:R:3:lowdin_charge:R:1 method="wB97M-V/def2-TZVPD" spin_multiplicity=1 orbital_gap_ha=0.1655
S 0.06 3.36 2.39 0.689
S 0.95 0.41 2.39 0.723
O 1.50 2.17 0.44 -0.254
O -0.60 2.85 3.58 -0.315
O -0.67 4.19 1.44 -0.343
O 1.12 -0.75 1.55 -0.303
O 2.00 0.72 3.36 -0.349
N 5.71 -2.08 -1.84 -0.073
N -6.43 -2.16 -2.03 -0.070
C 7.00 -1.45 -1.90 -0.172
C -2.84 -0.25 4.81 -0.085
C -4.05 -3.69 -1.66 -0.145
C 3.65 5.80 3.88 -0.094
C 0.68 1.92 1.45 -0.491
C -6.52 0.67 -2.06 -0.141
C -6.50 -3.60 -2.21 -0.168
C -0.54 0.14 3.31 -0.303
C 1.39 5.74 2.99 -0.065
C -0.43 -0.35 4.61 -0.054
C 7.01 -0.01 -1.43 -0.163
C 3.35 -2.10 -1.30 -0.138
C 5.77 -3.50 -2.09 -0.173
C -1.62 0.63 -1.06 0.026
C -4.05 -2.20 -1.56 -0.138
C 5.78 0.77 -1.91 -0.143
C -5.27 -1.49 -1.79 -0.088
C -2.94 0.14 3.47 -0.071
C 3.60 4.41 4.08 -0.074
C -2.90 -1.51 -1.22 0.043
C -4.06 0.60 -1.49 0.031
C -5.24 -0.07 -1.77 -0.146
C 4.55 -1.40 -1.59 -0.094
C -1.59 -0.52 5.37 -0.076
C 2.09 0.00 -1.21 -0.189
C 2.19 -1.40 -1.04 0.025
C 1.97 3.57 0.12 0.027
C 1.42 4.34 3.07 -0.289
C 3.29 0.68 -1.56 0.037
C 4.40 -4.13 -2.31 -0.166
C -7.75 -0.09 -1.57 -0.162
C 0.82 0.68 -1.08 -0.017
C 4.51 0.02 -1.66 -0.139
C 2.45 3.70 3.75 -0.057
C -2.84 -0.09 -1.24 -0.208
C 3.38 -3.60 -1.31 -0.140
C -5.17 -4.21 -2.57 -0.166
C -0.38 0.06 -0.79 -0.097
C -1.79 0.33 2.71 -0.067
C -7.74 -1.56 -1.97 -0.168
C 2.53 6.46 3.36 -0.088
H 2.39 -3.99 -1.56 0.118
H 2.36 2.65 4.01 0.091
H -1.50 -0.85 6.40 0.102
H 1.31 -1.97 -0.75 0.115
H -7.25 -3.81 -2.98 0.126
H -4.07 1.69 -1.47 0.128
H 6.41 -3.66 -2.97 0.125
H 0.50 6.24 2.63 0.112
H 7.06 0.01 -0.34 0.123
H 4.51 -5.21 -2.23 0.113
H 0.56 -0.54 5.02 0.115
H 2.54 7.54 3.23 0.101
H -7.80 -0.02 -0.48 0.120
H -3.74 -0.34 5.42 0.099
H 6.28 -3.99 -1.24 0.130
H 3.64 -3.96 -0.30 0.132
H 0.75 1.64 -1.59 0.134
H -8.35 -2.12 -1.26 0.127
H 7.37 -1.52 -2.94 0.127
H 4.55 6.35 4.15 0.099
H 1.10 4.23 -0.03 0.088
H -6.61 0.84 -3.14 0.129
H 2.62 3.86 0.94 0.093
H -4.17 -4.12 -0.65 0.130
H -3.08 -4.04 -2.04 0.121
H -4.93 -3.95 -3.61 0.123
H -1.84 0.61 1.65 0.097
H 2.55 3.45 -0.79 0.072
H 5.90 0.99 -2.98 0.127
H 7.71 -2.05 -1.30 0.126
H -6.89 -4.05 -1.28 0.133
H -1.68 1.71 -1.23 0.135
H -8.66 0.37 -1.96 0.115
H 3.26 1.74 -1.79 0.113
H -5.25 -5.29 -2.51 0.116
H -8.23 -1.70 -2.95 0.128
H -6.49 1.65 -1.58 0.119
H 4.46 3.87 4.48 0.106
H 5.73 1.73 -1.38 0.120
H -1.99 -2.08 -1.01 0.124
H -3.92 0.31 3.00 0.102
H 7.91 0.46 -1.83 0.113
H -0.36 -0.93 -0.35 0.093
H 4.08 -3.90 -3.34 0.122

---

[4]
112
Properties=species:S:1:pos:R:3:lowdin_charge:R:1 method="wB97M-V/def2-TZVPD" total_charge=+1 relative_energy_ev=1.005 spin_multiplicity=1 orbital_gap_ha="0.1570 / 0.1660"
Ge 4.05 2.47 1.58 1.014
Co 0.63 -1.46 -1.28 0.760
O -0.82 -0.14 -1.34 -0.067
O 3.92 0.42 -0.24 0.075
O 2.24 -0.63 -1.20 -0.086
O 0.23 1.00 -2.95 0.065
N 0.40 -2.29 -5.90 0.127
N -3.30 0.72 -0.81 0.089
N -0.35 -2.33 3.28 0.139
N -0.69 -2.80 -1.37 0.066
N -5.97 -7.40 -1.77 0.085
N 0.68 -1.78 -3.21 0.074
N 0.36 -1.75 0.67 0.094
C -4.94 -0.62 0.34 -0.162
C -5.25 -7.28 -0.67 -0.114
C 5.18 5.80 3.96 -0.082
C 4.11 5.98 4.81 -0.090
C -2.85 1.95 -1.27 -0.180
C 1.84 1.58 -0.29 -0.150
C -2.73 -4.63 -1.53 -0.090
C -4.60 -5.72 -2.78 -0.003
C -5.64 -6.63 -2.80 -0.112
C 5.25 3.08 0.17 -0.274
C -0.62 -2.64 0.95 -0.149
C 5.15 4.79 3.01 -0.105
C 5.65 -1.13 3.26 -0.075
C 0.63 -1.48 3.00 -0.038
C -4.18 -6.40 -0.54 -0.005
C -0.66 0.90 -2.12 -0.532
C -0.41 -2.86 -5.01 -0.029
C -1.24 -3.25 -0.25 -0.149
C 6.82 4.16 -1.89 -0.088
C 3.61 -0.61 4.41 -0.114
C -5.62 0.81 -1.51 -0.033
C -6.64 -2.09 1.49 -0.046
C 5.72 4.86 -1.41 -0.084
C 2.18 2.42 0.95 -0.226
C -0.27 -2.63 -3.66 -0.132
C 3.01 5.15 4.72 -0.089
C -4.63 0.32 -0.65 -0.197
C -1.08 -3.23 -2.58 -0.129
C 3.46 0.52 3.61 -0.137
C -6.26 -1.07 0.45 -0.234
C 1.49 -1.21 -4.08 -0.027
C 5.49 0.00 2.47 -0.089
C 6.35 2.38 -0.33 -0.100
C 2.98 4.13 3.77 -0.118
C 4.05 3.93 2.90 -0.266
C 1.00 -1.19 1.69 0.006
C -3.63 3.10 -1.08 -0.023
C -3.84 -5.59 -1.62 -0.167
C -7.23 -0.57 -0.40 -0.052
C -1.59 2.06 -1.89 -0.065
C 4.71 -1.44 4.24 -0.084
C -1.16 3.30 -2.33 -0.023
C -0.96 -2.91 2.26 -0.040
C -1.93 4.43 -2.16 -0.075
C 1.34 -1.49 -5.44 -0.045
C 7.13 2.92 -1.35 -0.082
C -3.17 4.33 -1.52 -0.064
C -6.92 0.37 -1.38 -0.070
C 4.95 4.33 -0.39 -0.118
C 4.39 0.84 2.62 -0.252
C 2.75 0.40 -0.56 -0.568
C -2.11 -4.15 -2.69 0.092
C -2.27 -4.18 -0.29 0.073
C -3.88 -1.13 1.28 -0.030
H -4.41 -5.11 -3.65 0.111
H -2.73 -4.53 0.62 0.118
H -7.65 -2.45 1.33 0.079
H 6.59 1.40 0.05 0.081
H 1.89 3.46 0.77 0.079
H 6.23 0.22 1.71 0.086
H 2.90 -0.83 5.20 0.101
H -2.41 -4.50 -3.67 0.121
H -5.52 -7.93 0.16 0.116
H -4.29 -1.32 2.27 0.083
H 4.13 6.77 5.55 0.103
H 5.47 5.83 -1.83 0.103
H -6.25 -6.74 -3.70 0.117
H -1.18 -3.52 -5.39 0.127
H 1.92 2.20 -1.19 0.133
H -3.46 -2.07 0.91 0.057
H 1.57 2.09 1.80 0.057
H 2.10 3.50 3.71 0.084
H 2.24 -0.54 -3.69 0.131
H 2.61 1.17 3.79 0.089
H -3.06 -0.41 1.39 0.083
H -2.55 0.04 -0.70 0.101
H -6.59 -1.67 2.50 0.088
H 6.05 6.45 4.02 0.104
H -1.75 -3.62 2.50 0.130
H 6.52 -1.76 3.12 0.106
H -7.68 0.74 -2.05 0.108
H 0.81 1.24 -0.25 0.089
H -1.58 5.39 -2.50 0.105
H -8.25 -0.92 -0.31 0.109
H -3.77 5.21 -1.35 0.111
H -3.63 -6.39 0.39 0.110
H 2.01 -1.03 -6.17 0.128
H -5.35 1.49 -2.31 0.116
H -0.20 3.36 -2.83 0.118
H 4.12 4.90 0.00 0.103
H 1.82 -0.51 1.48 0.117
H -4.57 3.03 -0.56 0.117
H 4.85 -2.31 4.86 0.104
H 7.43 4.57 -2.68 0.103
H 7.98 2.37 -1.72 0.103
H 6.00 4.66 2.34 0.098
H 1.15 -1.02 3.82 0.097
H 2.16 5.29 5.39 0.101
H -5.97 -2.96 1.47 0.074

---

[5]
33
Properties=species:S:1:pos:R:3:nbo_charge:R:1 method="wB97M-V/def2-TZVPD" relative_energy_ev=10.158 spin_multiplicity=1 orbital_gap_ha=0.3043
Cl -0.48 -0.97 2.68 -0.090
Cl -5.08 0.21 0.44 -0.089
O 0.21 3.36 0.41 -0.557
O 2.39 0.21 1.17 -0.532
O 0.34 -2.11 -0.60 -0.482
N 1.35 0.30 -0.67 -0.702
C -3.33 -0.39 0.03 0.020
C -3.06 -1.06 -1.05 -0.250
C -0.11 2.45 1.64 -0.239
C 0.27 2.55 -0.80 -0.074
C -2.62 -0.49 1.30 -0.182
C 1.73 -0.43 0.52 0.674
C 2.72 -2.52 -0.51 -0.561
C -1.71 -1.67 -1.19 -0.131
C 1.58 1.63 -1.04 -0.297
C -0.92 -1.58 -0.03 0.156
C -1.35 -1.06 0.98 0.026
C 1.49 -1.78 0.17 -0.019
H 2.69 -1.88 -1.49 0.206
H 2.53 -3.73 -0.67 0.242
H 2.05 2.17 -1.89 0.234
H 3.52 -2.20 -0.08 0.201
H 1.52 -2.14 1.31 0.203
H -3.68 -0.82 -2.22 0.259
H 2.15 2.12 0.01 0.227
H 0.21 3.32 -1.47 0.177
H -2.92 -0.05 2.20 0.264
H -1.31 -1.88 -2.19 0.250
H -0.37 3.09 2.27 0.167
H 0.87 1.81 1.78 0.204
H -1.00 1.84 1.43 0.162
H 0.93 -0.30 -1.46 0.380
H -0.61 1.99 -0.99 0.151

---

[6]
82
Properties=species:S:1:pos:R:3:mulliken_spin:R:1 method="wB97M-V/def2-TZVPD" total_charge=+1 spin_multiplicity=2 orbital_gap_ha="0.2322 / 0.2332"
Ce -0.99 1.25 1.84 1.021
P -0.50 -0.45 -4.04 0.000
P -0.84 2.50 -4.26 0.000
F -3.58 -4.63 2.53 0.000
F -4.05 -4.80 5.22 0.000
F -3.29 -2.78 6.89 0.000
F -2.34 -2.40 1.50 0.000
F -2.19 -0.51 5.88 0.000
O -1.90 -0.26 3.07 -0.004
C -3.37 -3.75 4.73 -0.001
C 1.64 -3.27 0.87 -0.001
C -1.29 4.15 -4.99 0.000
C 3.37 -2.74 -1.05 0.000
C -2.24 -1.41 3.65 0.001
C -1.50 1.55 -5.75 0.000
C -3.00 -2.71 5.57 0.000
C 0.56 1.21 3.85 -0.005
C -2.54 -2.52 2.84 -0.001
C -0.56 4.69 3.04 -0.003
C -0.08 3.27 3.02 -0.021
C -1.17 2.50 5.25 0.000
C -0.32 2.32 4.05 0.013
C -1.03 0.10 -5.77 0.000
C 0.75 -1.71 -4.60 0.000
C -3.13 -3.66 3.35 0.000
C -1.92 -1.56 -3.72 0.000
C 0.40 -2.70 -1.25 0.001
C 3.05 -2.92 0.46 0.000
C 2.03 0.37 1.88 -0.002
C 0.91 2.73 2.13 0.020
C 1.29 1.42 2.63 -0.015
C 1.98 -0.73 -1.74 0.000
C 3.13 -1.39 -1.66 0.000
C -2.44 -1.56 5.04 -0.001
C 1.44 3.42 0.91 -0.001
C 0.82 0.18 4.89 -0.001
C 0.70 -1.17 -1.15 -0.005
C 0.92 2.55 -4.87 0.000
C 0.57 -3.35 0.10 0.000
H 1.37 3.46 -4.46 0.000
H 0.01 -0.55 4.94 0.000
H 1.01 -3.19 -2.03 0.000
H -0.19 -0.05 -6.46 0.000
H -1.00 4.22 -6.05 0.000
H -1.84 -0.57 -6.09 0.000
H 0.83 4.31 0.68 0.000
H 2.89 -3.54 -1.62 0.000
H -0.64 -2.85 -1.57 0.000
H -0.78 4.93 -4.43 0.000
H 1.77 -1.32 -4.46 0.000
H -0.62 2.26 6.17 0.000
H -1.97 -1.77 -2.64 0.000
H -2.38 4.30 -4.91 0.000
H 0.97 2.60 -5.97 0.000
H -0.54 5.07 4.07 0.000
H 0.62 -1.96 -5.67 0.000
H -2.60 1.59 -5.68 0.000
H -1.81 -2.50 -4.28 0.000
H 3.42 -2.05 1.03 0.000
H 1.46 2.76 0.03 0.000
H 1.95 0.24 -2.27 0.000
H 1.54 -3.46 1.95 0.000
H 1.48 1.68 -4.51 0.000
H 0.09 5.33 2.44 0.000
H 1.76 -0.35 4.69 0.000
H 0.89 0.63 5.89 0.000
H 3.66 -3.78 0.79 0.000
H 1.65 0.26 0.85 0.001
H -2.05 1.85 5.22 -0.001
H -1.58 4.79 2.67 0.000
H -1.53 3.53 5.34 0.000
H 3.09 0.64 1.77 -0.001
H -2.84 -1.05 -4.03 0.000
H -0.30 -3.94 0.42 0.000
H 0.65 -2.63 -4.02 0.000
H 2.48 3.78 1.09 0.000
H 1.97 -0.60 2.40 0.000
H -0.14 -0.63 -1.62 -0.004
H -1.22 2.06 -6.68 0.000
H 4.46 -2.91 -1.13 0.000
H 0.68 -0.91 -0.08 0.008
H 4.02 -0.94 -2.12 0.000

---

[7]
68
Properties=species:S:1:pos:R:3:nbo_charge:R:1 method="wB97M-V/def2-TZVPD" total_charge=-1 spin_multiplicity=1 orbital_gap_ha=0.2255
Al 4.10 -1.67 -2.31 0.919
F 4.59 -1.23 8.56 -0.314
F 2.58 -1.97 8.32 -0.306
F -7.19 -1.35 -2.21 -0.302
F -8.25 0.51 -1.95 -0.308
F 0.36 0.58 -3.28 -0.293
F -6.77 -0.09 -0.50 -0.305
F 0.19 -1.28 -4.34 -0.292
F -1.24 0.30 -4.67 -0.321
F 3.86 2.21 -0.41 -0.288
F 5.88 2.88 -0.10 -0.311
F 2.95 0.15 8.29 -0.311
F 4.29 4.32 -0.35 -0.323
O -9.36 -2.31 -0.83 -0.534
O 1.73 -0.88 1.35 -0.953
O -1.15 -0.81 -1.43 -0.532
O 3.37 -2.03 5.69 -0.530
O -2.45 -1.53 -3.13 -0.484
O 4.70 2.22 -3.02 -0.480
O 4.19 -0.85 0.92 -0.930
O 4.25 0.03 5.97 -0.482
O -9.15 -0.57 0.60 -0.477
O 5.64 4.25 -2.66 -0.499
C 5.00 3.12 -2.28 0.673
C -4.29 -1.13 -1.59 -0.631
C -7.75 -0.55 -1.30 0.900
C -10.20 -1.12 1.41 -0.079
C 4.55 0.09 4.56 -0.078
C 3.44 -1.04 7.90 0.898
C 4.75 3.13 -0.78 0.901
C 3.66 -1.10 6.39 0.684
C 4.77 4.80 -4.86 -0.637
C -3.33 -2.14 -2.17 -0.080
C -8.84 -1.28 -0.50 0.688
C 5.97 4.34 -4.05 -0.077
C 3.34 0.51 3.76 -0.652
C -9.65 -2.20 2.33 -0.638
C -0.51 -0.32 -3.72 0.899
C 2.47 -1.39 -1.10 -1.375
C -1.39 -0.89 -2.61 0.693
B 2.85 -1.03 0.44 1.171
H -3.76 -0.37 -1.02 0.224
H -5.00 -1.62 -0.93 0.213
H -2.75 -2.65 -1.40 0.202
H 0.95 -0.75 0.80 0.496
H 3.59 0.64 2.71 0.261
H -9.27 -3.05 1.76 0.224
H 2.54 -0.23 3.83 0.234
H -10.43 -2.56 3.00 0.221
H -3.88 -2.91 -2.72 0.190
H 4.91 -0.29 -2.45 -0.411
H -10.59 -0.30 2.00 0.196
H 6.35 3.38 -4.41 0.206
H 4.39 5.74 -4.46 0.206
H 5.15 -2.75 -1.75 -0.420
H 3.96 4.07 -4.81 0.231
H 6.78 5.06 -4.12 0.184
H 1.81 -2.31 -1.08 0.227
H 3.55 -2.21 -3.73 -0.424
H -4.84 -0.62 -2.38 0.211
H -8.82 -1.81 2.92 0.218
H 2.94 1.46 4.14 0.201
H 5.34 0.83 4.45 0.194
H -11.01 -1.50 0.79 0.199
H 5.05 4.94 -5.90 0.212
H 4.31 -1.43 1.70 0.479
H 4.95 -0.87 4.21 0.194
H 1.80 -0.56 -1.50 0.230